[1]
Entry from OMol25: a 2-piece molecular cluster, C11H17N overall (ωB97M-V with the def2-TZVPD basis set).

Results
- Orbital gap (alpha / beta): 6.0446 / 8.9364 eV
- Energy above the lowest of the compared OMol25 structures with the same formula, charge and spin: 383.2 kJ/mol
- LUMO (alpha / beta): -0.59 / 0.34 eV
- Max |F|: 2.52 eV/Å
- Multiplicity: 1

Cartesian coordinates (Å):
C (-3.547, 0.790, 0.150)
C (-3.554, -0.635, 0.197)
C (-2.251, 1.193, 0.181)
C (-2.263, -1.045, 0.256)
C (-0.126, 0.050, 0.347)
C (1.055, 0.748, -0.160)
C (0.986, -0.798, -0.083)
C (0.928, 1.440, -1.507)
C (1.981, 1.486, 0.784)
C (0.818, -1.609, -1.361)
C (1.832, -1.519, 0.947)
N (-1.448, 0.071, 0.237)
H (-4.412, 1.420, 0.103)
H (-4.424, -1.260, 0.187)
H (-1.822, 2.173, 0.175)
H (-1.837, -2.026, 0.314)
H (0.306, 0.197, 3.144)
H (1.886, 1.418, -2.027)
H (0.648, 2.484, -1.370)
H (0.179, 0.967, -2.134)
H (1.812, 2.558, 0.693)
H (3.020, 1.280, 0.541)
H (1.784, 1.200, 1.815)
H (-0.034, -1.276, -1.949)
H (0.672, -2.660, -1.122)
H (1.715, -1.521, -1.969)
H (1.818, -0.985, 1.894)
H (2.862, -1.627, 0.600)
H (1.418, -2.514, 1.117)

[2]
Entry from OMol25: one molecule with the formula C11H17N3O3 (ωB97M-V with the def2-TZVPD basis set).

Results
- Orbital gap: 9.6269 eV
- Energy above the lowest of the compared OMol25 structures with the same formula, charge and spin: 341.4 kJ/mol
- LUMO: 0.41 eV
- Max |F|: 4.67 eV/Å
- Multiplicity: 1

Cartesian coordinates (Å):
O (-1.400, 3.007, -4.641)
N (-1.925, 1.048, 0.480)
N (-2.012, 1.760, -0.588)
O (-0.330, 1.103, -4.013)
O (-0.982, 0.050, 2.771)
C (-0.910, 2.268, -3.768)
C (0.034, 1.087, -0.554)
C (-0.656, 0.578, 0.477)
N (-0.872, 1.888, -1.289)
C (-0.859, 0.376, -5.196)
C (-0.618, 2.865, -2.334)
C (1.689, -2.353, 2.936)
C (1.835, -0.875, 3.147)
C (0.243, -2.751, 2.474)
C (1.270, -0.059, 2.074)
C (-0.302, -1.903, 1.388)
C (-0.222, -0.308, 1.648)
H (-1.503, 0.832, 2.521)
H (1.111, 0.849, -0.715)
H (-0.510, 0.733, -6.142)
H (-1.884, 0.474, -5.328)
H (-0.648, -0.696, -5.135)
H (-1.284, 3.696, -2.277)
H (0.517, 3.176, -2.086)
H (1.871, -2.874, 3.910)
H (2.386, -2.796, 2.150)
H (1.368, -0.537, 4.075)
H (2.851, -0.616, 3.259)
H (0.243, -3.855, 2.043)
H (-0.432, -2.594, 3.364)
H (1.355, 1.012, 2.296)
H (1.798, -0.283, 1.131)
H (0.184, -2.195, 0.466)
H (-1.406, -2.106, 1.453)

[3]
Entry from OMol25: C11H17NO2 as an isolated structure (ωB97M-V with the def2-TZVPD basis set).

Results
- Orbital gap: 9.6864 eV
- Energy above the lowest of the compared OMol25 structures with the same formula, charge and spin: 654.3 kJ/mol
- LUMO: 0.51 eV
- Max |F|: 6.81 eV/Å
- Multiplicity: 1

Cartesian coordinates (Å):
C (4.620, -0.550, -0.304)
C (3.151, -0.365, -0.368)
C (2.522, -1.195, 0.461)
C (1.216, -1.129, 0.655)
C (0.502, -0.092, -0.063)
C (2.425, 0.703, -0.947)
C (-1.182, -0.038, -0.198)
C (-1.689, 0.979, 0.752)
C (-1.006, 2.397, 0.715)
C (-2.038, -1.332, 0.145)
C (-3.539, -1.316, 0.038)
H (5.123, -1.695, -0.082)
H (5.036, 0.249, 0.525)
H (5.024, -0.074, -1.331)
H (2.960, -2.203, 0.846)
H (0.517, -1.794, 1.279)
H (2.994, 1.242, -1.665)
H (-1.424, 0.230, -1.185)
H (-1.336, 0.854, 1.817)
H (-2.862, 1.177, 0.635)
H (-1.791, 3.162, 1.116)
H (-0.051, 2.345, 1.442)
H (-0.043, 2.537, -1.060)
H (-1.405, -1.510, 1.103)
H (-1.806, -2.068, -0.743)
H (-3.919, -2.170, 0.446)
H (-4.004, -0.285, 0.288)
H (-4.457, -0.321, -1.389)
N (1.109, 0.753, -0.934)
O (-0.938, 2.826, -0.600)
O (-3.712, -1.315, -1.393)

[4]
Entry from OMol25: C11H17NO2S as an isolated structure (ωB97M-V with the def2-TZVPD basis set).

Results
- Orbital gap: 8.7493 eV
- Energy above the lowest of the compared OMol25 structures with the same formula, charge and spin: 307.3 kJ/mol
- LUMO: 0.41 eV
- Max |F|: 3.54 eV/Å
- Multiplicity: 1

Cartesian coordinates (Å):
C (0.129, 1.004, 1.056)
C (-1.950, -0.556, 0.475)
C (-1.021, -1.721, 0.799)
C (-1.032, 1.129, -1.222)
C (0.050, -1.204, -1.506)
C (1.489, -1.027, 0.646)
C (1.356, 0.683, -1.085)
C (-1.199, 0.859, 0.239)
C (0.272, -1.638, -0.078)
C (0.101, 0.301, -1.776)
C (1.337, 0.463, 0.440)
N (-0.182, 0.358, 2.284)
O (1.277, 3.224, -0.242)
O (2.351, 1.402, 1.007)
S (1.317, 2.713, 1.104)
H (-2.317, -0.687, -0.570)
H (-2.739, -0.517, 1.267)
H (-0.828, -1.623, 1.840)
H (-1.531, -2.707, 0.415)
H (-1.858, 0.947, -1.837)
H (-0.745, 2.178, -1.358)
H (0.803, -1.670, -2.114)
H (-0.946, -1.641, -1.832)
H (1.537, -1.486, 1.602)
H (2.323, -1.421, 0.004)
H (2.195, 0.148, -1.629)
H (1.615, 1.755, -1.215)
H (-1.871, 1.699, 0.798)
H (0.604, -2.621, -0.173)
H (0.198, 0.423, -2.822)
H (-1.165, 0.480, 2.469)
H (0.429, 0.754, 3.016)

[5]
Entry from OMol25: one molecule with the formula C11H17NS (ωB97M-V with the def2-TZVPD basis set).

Results
- Orbital gap: 9.1729 eV
- Energy above the lowest of the compared OMol25 structures with the same formula, charge and spin: 142.2 kJ/mol
- LUMO: 0.77 eV
- Max |F|: 3.82 eV/Å
- Multiplicity: 1

Cartesian coordinates (Å):
S (0.532, -0.232, 2.856)
C (2.063, 0.466, 3.500)
C (2.853, 0.959, 2.449)
C (2.128, 0.932, 1.231)
C (0.882, 0.210, 1.167)
N (-1.499, 1.895, 1.159)
C (-0.708, 1.493, -0.044)
C (-1.244, -1.394, -2.419)
C (0.214, -1.425, -2.083)
C (-2.071, -1.193, -1.154)
C (0.749, -0.133, -1.391)
C (-1.220, -0.924, 0.109)
C (-0.053, 0.144, -0.027)
H (2.365, 0.395, 4.546)
H (3.900, 1.353, 2.527)
H (2.649, 1.434, 0.444)
H (-2.103, 1.146, 1.540)
H (-0.902, 2.165, 1.928)
H (-1.335, 1.473, -0.989)
H (0.177, 2.133, -0.264)
H (-1.600, -2.186, -2.993)
H (-1.394, -0.533, -3.055)
H (0.871, -1.651, -2.987)
H (0.403, -2.273, -1.463)
H (-2.690, -2.020, -1.023)
H (-2.573, -0.300, -1.372)
H (0.552, 0.656, -2.153)
H (1.794, -0.226, -1.364)
H (-1.925, -0.482, 0.830)
H (-0.813, -1.882, 0.497)

[6]
Entry from OMol25: a 2-piece molecular cluster, C11H17NSSi overall (ωB97M-V with the def2-TZVPD basis set).

Results
- Orbital gap: 8.5666 eV
- Energy above the lowest of the compared OMol25 structures with the same formula, charge and spin: 310.6 kJ/mol
- LUMO: 0.53 eV
- Max |F|: 4.49 eV/Å
- Multiplicity: 1

Cartesian coordinates (Å):
C (-1.223, -1.524, 1.998)
C (-2.736, -1.685, 0.071)
C (-0.132, -1.516, 1.153)
C (-1.595, -1.641, -0.707)
C (-2.549, -1.544, 1.417)
C (-0.306, -1.587, -0.217)
C (-0.005, 1.731, -3.599)
C (-0.041, 0.516, -2.677)
C (3.306, 1.006, 0.430)
C (1.704, 2.050, 2.893)
C (1.081, -0.241, -2.338)
N (-3.595, -1.623, 2.329)
Si (1.839, 1.852, 1.186)
S (1.150, -1.744, -1.425)
H (-1.258, -1.482, 3.014)
H (-3.691, -2.021, -0.292)
H (0.871, -1.720, 1.478)
H (-1.693, -1.557, -1.751)
H (0.015, 2.574, -2.953)
H (-0.786, 1.818, -4.352)
H (-1.039, 0.170, -2.405)
H (3.478, 1.211, -0.603)
H (4.353, 1.235, 0.787)
H (3.185, -0.099, 0.618)
H (0.859, 2.419, 3.497)
H (2.693, 2.272, 3.516)
H (0.987, 1.780, -4.068)
H (2.108, 0.119, -2.507)
H (-3.328, -1.598, 3.284)
H (-4.383, -0.991, 2.109)
H (0.731, 1.820, 0.110)